Record 1
Formula: C22H38BClN2O12V
Source: the OMol25 dataset
Level of theory: ωB97M-V with the def2-TZVPD basis set

HOMO in eV: -6.19
E in a.u.: -3302.71800
Orbital gap in eV: 7.8330

The geometry in ORCA input format:
```
! RIJCOSX wB97M-V def2-TZVPD def2/J DEFGRID3
* xyz -1 1
O 20.353 19.479 0.467
V 19.797 18.806 -0.917
O 18.997 19.871 -1.722
Cl 17.977 17.052 -0.137
O 21.089 16.919 -0.704
C 21.741 15.846 -0.824
O 23.054 15.624 -1.026
B 23.325 14.190 -1.046
O 21.975 13.546 -1.012
C 21.065 14.455 -0.865
O 19.795 14.276 -0.858
O 23.981 13.854 -2.313
C 25.004 13.032 -1.999
O 25.754 12.425 -2.846
C 25.114 12.969 -0.442
O 24.181 13.763 0.057
O 25.991 12.346 0.171
C 24.288 18.451 -2.272
C 23.691 19.772 -2.882
C 24.680 20.255 -3.956
C 24.158 21.194 -5.084
C 22.731 20.803 -5.557
C 21.688 20.505 -4.454
N 22.339 19.682 -3.401
O 21.481 18.746 -2.745
C 21.214 21.894 -4.005
C 20.485 19.801 -5.109
C 23.630 20.867 -1.743
H 23.615 17.978 -1.556
H 25.246 18.575 -1.768
H 24.399 17.679 -3.033
H 25.412 20.871 -3.433
H 25.289 19.510 -4.467
H 24.906 21.045 -5.862
H 24.170 22.218 -4.712
H 22.905 19.986 -6.258
H 22.440 21.690 -6.120
H 20.858 22.463 -4.864
H 20.489 21.848 -3.192
H 22.032 22.499 -3.614
H 20.786 18.863 -5.576
H 19.780 19.528 -4.324
H 20.052 20.432 -5.886
H 23.549 21.826 -2.255
H 24.531 20.758 -1.139
H 22.766 20.853 -1.079
H 21.681 17.945 -3.236
C 17.171 22.977 3.259
C 17.959 21.735 3.900
C 17.851 21.911 5.484
C 18.044 20.675 6.311
C 17.210 19.511 5.803
C 17.394 19.166 4.280
N 17.243 20.501 3.522
O 17.202 20.255 2.062
C 18.708 18.442 3.937
C 16.141 18.330 3.848
C 19.452 21.849 3.426
H 16.118 22.858 3.518
H 17.157 22.848 2.177
H 17.631 23.943 3.469
H 18.667 22.534 5.851
H 16.905 22.410 5.693
H 17.652 20.913 7.300
H 19.075 20.326 6.368
H 16.175 19.795 5.997
H 17.382 18.594 6.366
H 19.507 19.174 3.820
H 18.931 17.704 4.708
H 18.647 17.776 3.077
H 15.715 17.898 4.754
H 15.341 18.993 3.518
H 16.247 17.589 3.056
H 19.430 21.332 2.467
H 20.206 21.284 3.975
H 19.705 22.908 3.390
H 16.249 20.220 1.950
*
```

Löwdin atomic charge list, values in e, 4 entries: number 1, O, carries -0.3651; number 2, V, carries 0.7444; number 3, O, carries -0.3562; number 4, Cl, carries -0.1371

Record 2
Formula: C2H6O2S
Source: the OMol25 dataset
Level of theory: ωB97M-V with the def2-TZVPD basis set

HOMO in eV: -9.39
E in a.u.: -628.45622
Orbital gap in eV: 10.0212
SMILES: O=CO.CS

The geometry in ORCA input format:
```
! RIJCOSX wB97M-V def2-TZVPD def2/J DEFGRID3
* xyz 0 1
C -1.545 0.766 -1.360
S -0.828 -0.774 -2.107
H -0.688 1.350 -1.039
H -2.045 1.304 -2.152
H -2.305 0.498 -0.645
H -1.468 -1.595 -1.266
O 2.318 0.918 1.545
C 2.134 -0.206 1.908
O 0.989 -0.898 1.759
H 2.899 -0.804 2.388
H 0.540 -0.560 0.968
*
```

Löwdin atomic charge list, values in e, 4 entries: number 1, C, carries -0.4531; number 2, S, carries 0.5975; number 3, H, carries 0.0142; number 4, H, carries 0.0109

Record 3
Formula: C17H46ClN2O13S3
Source: the OMol25 dataset
Level of theory: ωB97M-V with the def2-TZVPD basis set

HOMO in eV: -11.75
E in a.u.: -3417.03852
Orbital gap in eV: 8.4604

The geometry in ORCA input format:
```
! RIJCOSX wB97M-V def2-TZVPD def2/J DEFGRID3
* xyz 1 1
N -0.646 -2.305 -4.510
H -1.634 -2.516 -4.505
H -0.487 -1.751 -5.339
H -0.186 -3.198 -4.621
H -0.368 -1.763 -3.704
C 4.560 -0.168 5.670
C 4.444 1.000 4.664
C 3.655 0.461 3.407
N 3.647 1.487 2.222
C 5.088 1.792 1.772
C 2.860 2.691 2.667
C 2.388 3.372 1.408
C 2.319 2.296 0.306
C 2.754 1.042 1.032
H 3.741 -0.181 6.390
H 5.326 -0.035 6.434
H 4.597 -1.157 5.212
H 5.445 1.369 4.442
H 3.904 1.870 5.036
H 2.649 0.210 3.741
H 4.136 -0.435 3.013
H 5.062 2.428 0.887
H 5.539 0.810 1.635
H 5.644 2.320 2.547
H 3.491 3.265 3.345
H 1.953 2.274 3.106
H 3.065 4.139 1.031
H 1.371 3.752 1.503
H 3.025 2.523 -0.493
H 1.374 2.076 -0.190
H 3.415 0.474 0.377
H 1.934 0.420 1.390
Cl -1.045 -2.133 -0.082
O -2.436 -1.851 0.044
O -0.753 -1.862 -1.447
O -0.230 -1.230 0.610
O -0.584 -3.425 0.195
O -4.089 -6.901 -1.146
S -2.692 -6.599 -1.416
O -1.620 -6.593 -0.430
O -2.266 -7.573 -2.684
C -3.231 -8.058 -3.606
C -2.724 -7.504 -4.902
C -2.610 -4.937 -2.279
H -4.216 -7.674 -3.340
H -3.274 -9.146 -3.550
H -3.436 -7.540 -5.727
H -1.873 -8.025 -5.339
H -2.294 -6.509 -4.782
H -1.546 -4.867 -2.506
H -2.938 -4.187 -1.559
H -3.225 -4.865 -3.175
O -2.846 2.285 3.933
S -2.635 2.992 2.674
O -3.753 3.391 1.807
O -1.701 4.357 3.021
C -1.548 5.277 2.030
C -0.355 6.181 2.362
C -1.359 2.015 1.671
H -2.457 5.876 1.977
H -1.507 4.823 1.040
H -0.506 7.172 1.934
H 0.679 5.852 2.264
H -0.486 6.300 3.437
H -1.185 2.451 0.688
H -1.811 1.025 1.617
H -0.488 2.030 2.327
O -3.051 3.336 -2.047
S -3.136 2.108 -2.839
O -3.745 2.143 -4.192
O -1.561 1.472 -3.120
C -0.571 1.569 -2.101
C 0.808 1.154 -2.739
C -3.890 0.750 -1.850
H -0.939 0.976 -1.264
H -0.529 2.602 -1.755
H 1.468 1.994 -2.954
H 0.820 0.648 -3.704
H 1.396 0.529 -2.067
H -3.891 -0.215 -2.356
H -4.912 1.042 -1.608
H -3.294 0.784 -0.938
*
```

Löwdin atomic charge list, values in e, 4 entries: number 1, N, carries 0.3586; number 2, H, carries 0.1493; number 3, H, carries 0.1519; number 4, H, carries 0.1545

Record 4
Formula: C12Cl4N4O3S4SeTc
Source: the OMol25 dataset
Level of theory: ωB97M-V with the def2-TZVPD basis set

HOMO (spin up / spin down) in eV: -1.92 / -2.44
E in a.u.: -6817.94583
Orbital gap (spin up / spin down) in eV: 5.9121 / 4.1847

The geometry in ORCA input format:
```
! RIJCOSX wB97M-V def2-TZVPD def2/J DEFGRID3
* xyz -2 4
Tc 0.025 0.760 -0.339
O -3.922 6.368 -1.129
C -3.223 5.384 -1.034
S -3.830 3.728 -1.124
C -2.290 2.926 -0.903
C -1.215 3.710 -0.749
S 0.391 3.087 -0.527
S -1.473 5.442 -0.787
S -2.229 1.179 -0.906
Cl 3.051 -5.368 -0.967
C 2.764 -3.658 -0.871
C 3.831 -2.773 -0.863
Cl 5.464 -3.355 -0.965
C 3.585 -1.398 -0.775
Cl 4.877 -0.242 -0.766
C 2.288 -0.920 -0.694
O 1.992 0.371 -0.599
C 1.198 -1.812 -0.724
O -0.015 -1.247 -0.681
C 1.446 -3.174 -0.804
Cl 0.109 -4.262 -0.820
Se -2.832 -2.169 -0.702
C -4.580 -2.728 -0.853
N -5.677 -3.102 -0.950
N 0.709 1.063 6.095
C 0.244 0.733 5.083
N -0.345 0.301 3.992
C -0.198 0.504 2.759
N -0.144 0.651 1.603
*
```

Löwdin atomic charge list, values in e, 4 entries: number 1, Tc, carries 0.9555; number 2, O, carries -0.1127; number 3, C, carries -1.0531; number 4, S, carries 0.9288

Record 5
Formula: C21H25N4O2
Source: the OMol25 dataset
Level of theory: ωB97M-V with the def2-TZVPD basis set

HOMO in eV: -11.49
E in a.u.: -1184.53976
Orbital gap in eV: 8.8515
SMILES: CCOc1ccc([NH2+]c2nc(NC[C@H]3CCCO3)c3ccccc3n2)cc1

The geometry in ORCA input format:
```
! RIJCOSX wB97M-V def2-TZVPD def2/J DEFGRID3
* xyz 1 1
C -6.323 0.207 -1.052
C -5.162 0.438 -0.100
H -5.480 1.056 0.749
H -4.782 -0.519 0.278
O -4.139 1.110 -0.827
C -2.995 1.444 -0.225
C -2.060 2.124 -1.021
C -0.844 2.508 -0.507
C -0.543 2.222 0.818
C -1.447 1.550 1.619
C -2.673 1.165 1.106
H -3.368 0.649 1.748
H -1.204 1.322 2.647
N 0.770 2.595 1.354
H 1.048 3.539 1.052
H 0.735 2.550 2.379
C 1.850 1.693 0.861
N 2.775 2.296 0.199
C 3.793 1.495 -0.237
C 4.855 2.071 -0.946
C 5.891 1.282 -1.379
C 5.893 -0.091 -1.117
C 4.859 -0.675 -0.426
C 3.784 0.102 0.030
C 2.641 -0.412 0.742
N 2.518 -1.703 1.050
H 3.190 -2.338 0.646
C 1.256 -2.285 1.429
H 0.648 -1.490 1.861
C 0.558 -2.864 0.177
C -0.913 -3.235 0.450
H -1.071 -4.309 0.408
C -1.679 -2.492 -0.649
H -2.655 -2.143 -0.324
H -1.802 -3.128 -1.524
C -0.726 -1.344 -0.973
H -0.833 -0.952 -1.984
H -0.845 -0.521 -0.254
O 0.568 -1.900 -0.863
H -1.212 -2.880 1.437
H 1.138 -3.721 -0.187
H 1.420 -3.074 2.165
N 1.689 0.425 1.172
H 4.888 -1.737 -0.236
H 6.716 -0.697 -1.463
H 6.713 1.721 -1.923
H 4.831 3.132 -1.131
H -0.128 3.024 -1.129
H -2.322 2.335 -2.045
H -7.128 -0.303 -0.532
H -6.691 1.157 -1.429
H -6.002 -0.400 -1.894
*
```

Löwdin atomic charge list, values in e, 4 entries: number 1, C, carries -0.0526; number 2, C, carries -0.2400; number 3, H, carries 0.1308; number 4, H, carries 0.1193